(1)
26
Properties=species:S:1:pos:R:3:forces:R:3 method="wB97M-V/def2-TZVPD" charge=+3 homo_energy_ev=-18.163 orbital_gap_ev=2.30 multiplicity=1
Zr 21.287 22.053 -20.324 -0.244 0.401 0.435
Cl 19.340 24.915 -17.917 0.379 -0.423 -0.543
C 17.568 26.511 -23.623 -1.324 1.020 0.371
C 18.851 25.988 -24.272 -2.480 2.148 -0.552
O 19.280 25.107 -23.586 2.424 -2.720 1.197
N 19.327 26.495 -25.396 -1.048 -0.437 0.496
C 20.436 26.047 -26.182 1.280 0.636 0.048
H 16.854 27.047 -24.248 0.421 0.271 -0.825
H 17.773 27.175 -22.783 0.461 -0.027 -0.071
H 16.904 25.749 -23.216 0.625 -0.579 -0.053
H 18.773 27.231 -25.809 -0.066 0.119 0.062
H 20.047 25.846 -27.180 0.401 -0.139 -0.069
H 21.051 25.252 -25.761 -0.817 -0.381 0.110
H 21.140 26.879 -26.178 0.080 0.143 -0.706
C 25.722 26.063 -23.216 0.845 0.324 0.231
C 24.738 26.376 -22.172 -0.984 -2.709 1.148
O 24.020 25.450 -21.715 0.030 1.058 -0.043
N 24.730 27.597 -21.648 0.197 1.621 -0.019
C 23.871 28.217 -20.668 -0.576 0.350 -0.328
H 25.825 26.945 -23.849 0.146 -0.590 -0.697
H 25.610 25.057 -23.621 -0.488 0.530 -0.582
H 26.659 25.960 -22.670 0.330 0.273 0.147
H 25.160 28.308 -22.221 0.536 -0.153 -0.141
H 22.846 27.969 -20.944 -0.263 -0.063 0.456
H 23.984 29.295 -20.783 0.014 -0.106 0.000
H 24.076 28.001 -19.620 0.121 -0.568 -0.074


(2)
9
Properties=species:S:1:pos:R:3:forces:R:3 method="wB97M-V/def2-TZVPD" homo_energy_ev=-10.157 smiles="O=C(S)/C=N/O" orbital_gap_ev=9.83 multiplicity=1
C -0.189 0.580 0.002 -0.947 -0.253 -0.003
C 1.294 0.626 -0.007 0.498 -1.693 -0.056
H -2.709 -1.053 0.102 0.299 0.518 -0.152
H -0.598 1.583 0.025 -0.364 0.041 -0.038
H 1.296 -1.820 -0.056 -0.828 -0.312 -0.011
N -0.893 -0.479 -0.012 -1.009 0.637 0.002
O -2.312 -0.171 -0.030 1.816 -0.701 0.197
O 1.828 1.693 -0.016 0.402 -0.020 0.034
S 2.283 -0.958 -0.008 0.132 1.782 0.026


(3)
24
Properties=species:S:1:pos:R:3:forces:R:3 method="wB97M-V/def2-TZVPD" homo_energy_ev=-10.497 smiles=ClCCCl.ClCCCl.ClCCCl orbital_gap_ev=11.07 multiplicity=1
Cl 3.348 0.792 -0.598 0.255 0.141 -0.102
C 4.913 0.141 -1.180 -0.052 0.049 -0.049
C 4.758 -1.292 -1.584 -0.114 -0.860 -0.121
Cl 4.221 -2.368 -0.248 0.023 0.222 -0.094
H 5.652 0.290 -0.400 -0.063 -0.042 0.061
H 5.199 0.700 -2.070 -0.032 0.145 0.111
H 5.687 -1.740 -1.935 0.141 0.327 0.045
H 4.035 -1.393 -2.391 -0.107 0.037 0.135
Cl -1.011 -1.556 0.255 0.101 -0.063 -0.005
C 0.187 -0.314 0.709 0.147 0.100 0.362
C 0.082 0.902 -0.185 0.090 -0.005 -0.131
Cl -1.536 1.637 -0.181 -0.212 -0.032 -0.030
H 1.180 -0.755 0.628 -0.034 -0.014 -0.238
H 0.042 -0.093 1.764 -0.236 0.173 -0.084
H 0.346 0.618 -1.202 -0.174 0.100 -0.062
H 0.721 1.726 0.123 0.307 -0.298 0.183
Cl -4.392 2.386 1.574 0.008 0.006 0.007
C -4.995 0.937 0.702 -0.243 0.380 0.012
C -4.470 -0.293 1.396 0.286 0.249 0.310
Cl -5.047 -1.763 0.579 -0.013 -0.020 -0.003
H -4.675 1.021 -0.332 0.139 -0.121 0.028
H -6.078 1.019 0.740 -0.012 -0.236 -0.011
H -4.785 -0.307 2.437 -0.215 -0.129 -0.086
H -3.382 -0.293 1.400 0.010 -0.109 -0.238


(4)
96
Properties=species:S:1:pos:R:3:forces:R:3 method="wB97M-V/def2-TZVPD" homo_energy_ev=-7.647 orbital_gap_ev=7.01 multiplicity=1
Ba -1.492 -1.299 2.731 1.609 -1.828 -8.534
O -2.851 -1.116 6.506 -0.124 -0.291 -0.284
C -2.329 -1.401 5.439 -0.204 -0.323 1.880
O -2.884 -1.553 4.305 -3.075 -0.924 3.012
C -0.807 -1.435 5.503 0.415 0.345 0.633
C -0.167 -1.882 6.676 0.116 -0.137 0.080
C 1.155 -1.600 6.855 -0.134 -0.015 0.001
C 1.843 -0.818 5.897 -0.131 0.021 -0.271
C 3.175 -0.379 6.051 0.071 -0.013 0.015
C 3.753 0.423 5.107 0.095 -0.048 0.072
C 3.034 0.815 3.961 -0.097 -0.030 -0.070
C 1.749 0.389 3.772 -0.023 0.002 0.023
C 1.129 -0.432 4.738 0.383 0.046 0.314
N -0.176 -0.772 4.558 2.118 0.363 2.743
H -0.751 -2.403 7.420 -0.003 0.011 0.001
H 1.673 -1.927 7.749 0.014 0.009 0.000
H 3.726 -0.677 6.935 -0.001 0.003 -0.002
H 4.772 0.765 5.237 -0.006 -0.002 0.016
H 3.499 1.461 3.227 0.011 -0.007 0.003
H 1.179 0.693 2.900 0.046 0.052 -0.008
C 1.682 1.971 -1.119 -0.249 -0.042 0.093
C 1.614 1.560 -2.582 0.030 0.033 -0.022
As 2.524 2.848 -3.785 -0.203 -0.100 0.096
C 1.226 4.297 -3.520 0.050 0.016 0.039
C -0.042 4.303 -4.093 -0.013 -0.090 -0.042
C -0.933 5.330 -3.821 -0.042 0.006 0.013
C -0.575 6.353 -2.954 0.005 0.031 0.018
C 0.687 6.359 -2.377 -0.038 0.034 0.012
C 1.583 5.341 -2.669 0.082 -0.102 -0.026
C 1.816 2.166 -5.478 0.099 0.057 -0.047
C 1.294 0.887 -5.641 0.023 -0.006 0.137
C 0.850 0.459 -6.886 -0.007 -0.025 -0.055
C 0.931 1.302 -7.983 -0.020 -0.033 0.002
C 1.458 2.578 -7.833 -0.007 0.011 -0.032
C 1.900 3.001 -6.591 0.039 0.033 0.076
P 0.567 1.021 0.054 0.262 -0.089 -0.311
C 1.102 -0.693 -0.341 -0.076 0.216 0.035
C 2.110 -1.213 0.470 -0.018 0.018 -0.053
C 2.690 -2.439 0.180 0.062 -0.056 -0.017
C 2.255 -3.167 -0.916 0.075 0.079 -0.007
C 1.237 -2.668 -1.714 -0.023 0.056 -0.088
C 0.665 -1.438 -1.434 0.098 -0.051 -0.037
C -1.074 1.186 -0.745 0.077 -0.024 0.197
C -1.497 2.432 -1.206 0.009 -0.007 -0.020
C -2.796 2.617 -1.653 -0.009 -0.023 -0.016
C -3.697 1.561 -1.639 0.004 0.086 -0.014
C -3.290 0.321 -1.173 -0.049 -0.117 0.010
C -1.991 0.132 -0.724 0.009 0.050 0.092
H 1.438 3.030 -0.997 0.007 0.015 0.059
H 2.694 1.833 -0.732 0.006 0.045 0.068
H 0.579 1.482 -2.920 -0.042 -0.025 -0.012
H 2.095 0.592 -2.715 -0.022 -0.067 -0.022
H -0.334 3.501 -4.761 -0.018 0.021 0.000
H -1.910 5.335 -4.288 -0.004 -0.029 0.019
H -1.276 7.148 -2.732 0.010 0.006 -0.018
H 0.975 7.163 -1.711 0.007 -0.012 0.008
H 2.577 5.352 -2.235 -0.017 0.047 0.020
H 1.229 0.210 -4.798 -0.026 0.008 -0.021
H 0.441 -0.537 -6.995 0.010 0.002 -0.001
H 0.589 0.964 -8.953 -0.005 0.009 0.004
H 1.527 3.239 -8.688 0.002 0.008 0.011
H 2.310 3.999 -6.476 -0.007 0.001 -0.051
H 2.462 -0.644 1.324 -0.009 -0.020 0.000
H 3.484 -2.824 0.806 -0.026 -0.001 0.026
H 2.709 -4.120 -1.153 -0.017 0.024 0.026
H 0.894 -3.232 -2.573 -0.019 -0.021 0.039
H -0.123 -1.062 -2.073 0.025 0.022 -0.016
H -0.815 3.276 -1.220 0.035 0.007 -0.021
H -3.102 3.591 -2.012 -0.004 0.022 -0.017
H -4.711 1.711 -1.989 -0.002 -0.032 0.000
H -3.983 -0.511 -1.163 -0.001 0.009 0.012
H -1.687 -0.848 -0.366 -0.020 -0.041 -0.068
C 0.530 -6.128 -0.599 -0.060 -0.014 0.055
C -0.593 -5.951 0.428 -0.127 0.121 0.182
C -1.920 -6.447 -0.165 0.120 -0.041 0.023
C -0.263 -6.761 1.693 -0.015 -0.063 -0.163
C -0.745 -4.534 0.816 0.031 -0.172 -0.017
C -0.919 -3.384 1.201 0.101 -0.342 -0.413
H 0.623 -7.182 -0.876 0.015 -0.001 -0.014
H 1.479 -5.789 -0.182 -0.024 -0.040 -0.017
H 0.318 -5.546 -1.497 0.026 -0.013 -0.004
H -1.841 -7.502 -0.442 -0.028 0.011 -0.025
H -2.178 -5.862 -1.049 -0.020 -0.031 -0.021
H -2.721 -6.332 0.564 -0.019 -0.007 -0.011
H -0.148 -7.821 1.448 0.009 0.007 0.022
H -1.065 -6.654 2.423 0.017 -0.005 0.030
H 0.663 -6.398 2.139 0.002 -0.021 0.027
C -2.410 3.212 3.363 0.023 0.239 0.115
Te -2.416 1.193 4.068 -1.062 3.463 0.444
C -4.443 1.304 4.655 -0.234 0.058 0.146
H -3.231 3.373 2.668 0.003 -0.120 -0.019
H -1.473 3.423 2.851 0.023 -0.104 0.007
H -2.512 3.898 4.202 0.010 -0.027 0.002
H -4.548 2.199 5.264 -0.042 -0.022 0.008
H -4.666 0.428 5.257 0.054 -0.049 -0.009
H -5.111 1.356 3.798 0.079 -0.022 -0.048


(5)
57
Properties=species:S:1:pos:R:3:forces:R:3 method="wB97M-V/def2-TZVPD" charge=-2 homo_energy_ev="-0.613 / -3.605" orbital_gap_ev="4.56 / 7.55" multiplicity=5
Cr 1.638 -0.828 0.232 1.154 1.004 -0.209
O 1.417 -1.960 -3.103 -0.423 0.105 0.091
As 2.731 -2.564 -2.139 0.962 -0.481 -1.182
O 3.946 -2.835 -3.194 0.044 -0.168 0.165
O 3.091 -1.551 -0.856 -0.544 0.386 0.522
C 2.271 -4.357 -1.452 -0.128 0.371 0.167
C 2.882 -5.422 -2.101 0.024 0.129 -0.087
C 2.647 -6.724 -1.688 -0.084 -0.083 0.104
C 1.792 -6.979 -0.621 0.122 -0.022 -0.150
C 1.196 -5.925 0.049 -0.140 0.134 0.191
C 1.453 -4.625 -0.359 0.085 0.135 -0.175
S 0.715 -3.281 0.531 -0.608 -1.223 0.819
O -0.403 -3.809 1.263 0.146 -0.029 -0.169
O 1.754 -2.661 1.381 0.077 0.293 -0.078
O 0.369 -2.282 -0.504 -0.025 0.330 -0.049
H 0.811 -1.353 -2.642 0.109 -0.019 0.029
H 3.544 -5.188 -2.927 -0.005 -0.020 -0.001
H 3.130 -7.548 -2.200 -0.015 0.004 -0.020
H 1.590 -7.999 -0.319 0.003 0.008 0.037
H 0.520 -6.080 0.880 0.033 -0.054 -0.015
O 2.738 2.654 1.983 -0.018 -0.151 -0.079
C 2.266 1.893 1.149 -0.018 0.365 0.056
O 2.629 0.650 1.054 0.012 -0.890 -0.072
C 1.205 2.420 0.198 -0.139 -0.219 -0.369
C 0.762 3.710 0.379 0.099 0.002 0.090
C -0.219 4.279 -0.449 -0.271 0.153 -0.031
C -0.747 3.530 -1.499 -0.062 -0.182 0.093
C -0.345 2.199 -1.683 0.885 0.232 1.141
C 0.666 1.614 -0.858 -0.334 0.580 -0.158
O 1.090 0.402 -1.056 -0.243 -0.592 -0.532
N -1.070 1.446 -2.658 -0.688 -0.413 -0.743
O -0.980 0.224 -2.733 0.351 0.109 0.323
O -1.843 2.064 -3.385 0.113 0.050 -0.016
N -0.728 5.548 -0.170 0.032 -0.071 -0.243
O -0.140 6.304 0.667 0.012 -0.030 0.140
O -1.793 5.920 -0.812 -0.215 -0.166 0.270
H 1.167 4.295 1.192 0.007 0.007 -0.029
H -1.507 3.948 -2.138 0.008 0.080 0.076
O -4.210 4.578 0.676 0.583 0.479 -0.024
C -4.143 3.305 0.119 0.124 -0.181 -0.137
N -3.086 2.505 0.720 -0.118 0.011 -0.192
C -3.266 1.323 1.340 0.004 0.190 0.187
O -4.336 0.758 1.504 0.140 0.030 -0.024
C -1.965 0.799 1.898 -0.073 -0.155 0.054
C -1.618 1.057 3.217 0.122 -0.068 -0.221
C -0.383 0.624 3.670 -0.136 0.057 0.158
C 0.470 -0.008 2.793 0.161 -0.177 -0.168
N 0.150 -0.244 1.514 -0.907 0.240 0.710
C -1.067 0.123 1.090 0.132 -0.063 -0.148
H -3.412 5.093 0.390 -0.501 -0.208 -0.134
H -3.964 3.345 -0.962 0.008 0.064 0.052
H -5.078 2.785 0.317 -0.008 0.030 0.002
H -2.143 2.853 0.608 0.091 -0.018 -0.043
H -2.293 1.610 3.856 -0.017 -0.015 0.025
H -0.061 0.803 4.686 0.005 0.007 -0.004
H 1.460 -0.321 3.094 0.027 0.052 0.000
H -1.303 -0.117 0.058 0.045 0.060 -0.003


Please write out number 5 again, unchanged.
57
Properties=species:S:1:pos:R:3:forces:R:3 method="wB97M-V/def2-TZVPD" charge=-2 homo_energy_ev="-0.613 / -3.605" orbital_gap_ev="4.56 / 7.55" multiplicity=5
Cr 1.638 -0.828 0.232 1.154 1.004 -0.209
O 1.417 -1.960 -3.103 -0.423 0.105 0.091
As 2.731 -2.564 -2.139 0.962 -0.481 -1.182
O 3.946 -2.835 -3.194 0.044 -0.168 0.165
O 3.091 -1.551 -0.856 -0.544 0.386 0.522
C 2.271 -4.357 -1.452 -0.128 0.371 0.167
C 2.882 -5.422 -2.101 0.024 0.129 -0.087
C 2.647 -6.724 -1.688 -0.084 -0.083 0.104
C 1.792 -6.979 -0.621 0.122 -0.022 -0.150
C 1.196 -5.925 0.049 -0.140 0.134 0.191
C 1.453 -4.625 -0.359 0.085 0.135 -0.175
S 0.715 -3.281 0.531 -0.608 -1.223 0.819
O -0.403 -3.809 1.263 0.146 -0.029 -0.169
O 1.754 -2.661 1.381 0.077 0.293 -0.078
O 0.369 -2.282 -0.504 -0.025 0.330 -0.049
H 0.811 -1.353 -2.642 0.109 -0.019 0.029
H 3.544 -5.188 -2.927 -0.005 -0.020 -0.001
H 3.130 -7.548 -2.200 -0.015 0.004 -0.020
H 1.590 -7.999 -0.319 0.003 0.008 0.037
H 0.520 -6.080 0.880 0.033 -0.054 -0.015
O 2.738 2.654 1.983 -0.018 -0.151 -0.079
C 2.266 1.893 1.149 -0.018 0.365 0.056
O 2.629 0.650 1.054 0.012 -0.890 -0.072
C 1.205 2.420 0.198 -0.139 -0.219 -0.369
C 0.762 3.710 0.379 0.099 0.002 0.090
C -0.219 4.279 -0.449 -0.271 0.153 -0.031
C -0.747 3.530 -1.499 -0.062 -0.182 0.093
C -0.345 2.199 -1.683 0.885 0.232 1.141
C 0.666 1.614 -0.858 -0.334 0.580 -0.158
O 1.090 0.402 -1.056 -0.243 -0.592 -0.532
N -1.070 1.446 -2.658 -0.688 -0.413 -0.743
O -0.980 0.224 -2.733 0.351 0.109 0.323
O -1.843 2.064 -3.385 0.113 0.050 -0.016
N -0.728 5.548 -0.170 0.032 -0.071 -0.243
O -0.140 6.304 0.667 0.012 -0.030 0.140
O -1.793 5.920 -0.812 -0.215 -0.166 0.270
H 1.167 4.295 1.192 0.007 0.007 -0.029
H -1.507 3.948 -2.138 0.008 0.080 0.076
O -4.210 4.578 0.676 0.583 0.479 -0.024
C -4.143 3.305 0.119 0.124 -0.181 -0.137
N -3.086 2.505 0.720 -0.118 0.011 -0.192
C -3.266 1.323 1.340 0.004 0.190 0.187
O -4.336 0.758 1.504 0.140 0.030 -0.024
C -1.965 0.799 1.898 -0.073 -0.155 0.054
C -1.618 1.057 3.217 0.122 -0.068 -0.221
C -0.383 0.624 3.670 -0.136 0.057 0.158
C 0.470 -0.008 2.793 0.161 -0.177 -0.168
N 0.150 -0.244 1.514 -0.907 0.240 0.710
C -1.067 0.123 1.090 0.132 -0.063 -0.148
H -3.412 5.093 0.390 -0.501 -0.208 -0.134
H -3.964 3.345 -0.962 0.008 0.064 0.052
H -5.078 2.785 0.317 -0.008 0.030 0.002
H -2.143 2.853 0.608 0.091 -0.018 -0.043
H -2.293 1.610 3.856 -0.017 -0.015 0.025
H -0.061 0.803 4.686 0.005 0.007 -0.004
H 1.460 -0.321 3.094 0.027 0.052 0.000
H -1.303 -0.117 0.058 0.045 0.060 -0.003


Repeat the third record exactly.
24
Properties=species:S:1:pos:R:3:forces:R:3 method="wB97M-V/def2-TZVPD" homo_energy_ev=-10.497 smiles=ClCCCl.ClCCCl.ClCCCl orbital_gap_ev=11.07 multiplicity=1
Cl 3.348 0.792 -0.598 0.255 0.141 -0.102
C 4.913 0.141 -1.180 -0.052 0.049 -0.049
C 4.758 -1.292 -1.584 -0.114 -0.860 -0.121
Cl 4.221 -2.368 -0.248 0.023 0.222 -0.094
H 5.652 0.290 -0.400 -0.063 -0.042 0.061
H 5.199 0.700 -2.070 -0.032 0.145 0.111
H 5.687 -1.740 -1.935 0.141 0.327 0.045
H 4.035 -1.393 -2.391 -0.107 0.037 0.135
Cl -1.011 -1.556 0.255 0.101 -0.063 -0.005
C 0.187 -0.314 0.709 0.147 0.100 0.362
C 0.082 0.902 -0.185 0.090 -0.005 -0.131
Cl -1.536 1.637 -0.181 -0.212 -0.032 -0.030
H 1.180 -0.755 0.628 -0.034 -0.014 -0.238
H 0.042 -0.093 1.764 -0.236 0.173 -0.084
H 0.346 0.618 -1.202 -0.174 0.100 -0.062
H 0.721 1.726 0.123 0.307 -0.298 0.183
Cl -4.392 2.386 1.574 0.008 0.006 0.007
C -4.995 0.937 0.702 -0.243 0.380 0.012
C -4.470 -0.293 1.396 0.286 0.249 0.310
Cl -5.047 -1.763 0.579 -0.013 -0.020 -0.003
H -4.675 1.021 -0.332 0.139 -0.121 0.028
H -6.078 1.019 0.740 -0.012 -0.236 -0.011
H -4.785 -0.307 2.437 -0.215 -0.129 -0.086
H -3.382 -0.293 1.400 0.010 -0.109 -0.238